ORCA calculation (ωB97M-V/def2-TZVPD) on C25H31BN5O4PRb as an isolated structure.

CARTESIAN COORDINATES (ANGSTROEM)
Rb: -1.5903 -1.0618 -1.7374
C: -2.1472 -2.9035 1.5723
C: -0.6888 -3.0486 1.8247
C: 0.1381 -1.8910 2.1059
C: -0.5410 -0.9712 2.8416
C: -1.8688 -1.1367 3.3178
C: -2.7001 -1.9688 2.5865
P: 0.3340 0.6788 2.8226
C: 1.5579 0.2967 4.0818
C: 1.6288 1.2109 5.1844
C: 2.3954 0.8269 6.2821
C: 3.1662 -0.3944 6.2186
C: 3.2289 -1.1402 5.0624
C: 2.4878 -0.7387 3.9612
C: 1.1859 0.7388 1.2436
C: 2.5414 1.1995 1.1804
C: 3.2230 1.1756 0.0238
C: 2.6106 0.7740 -1.1702
C: 1.2911 0.3830 -1.1465
C: 0.5717 0.2944 0.0764
H: -2.6592 -3.9306 1.7348
H: -0.6727 -3.7533 2.6894
H: 1.1380 -1.8589 1.6706
H: -2.1206 -0.6725 4.2573
H: -3.7404 -2.0356 2.9740
H: 1.0724 2.1004 5.1912
H: 2.5187 1.5383 7.1284
H: 3.7214 -0.5686 7.0737
H: 3.9006 -1.9595 4.9684
H: 2.5488 -1.2995 3.0216
H: 3.0386 1.5196 2.0916
H: 4.2345 1.5407 0.1077
H: 3.1577 0.8149 -2.1520
H: 0.7798 0.2631 -2.1047
N: 3.3807 -2.7876 -1.1357
N: 2.7183 -4.0092 -1.3394
C: 1.6682 -4.4242 -0.6837
N: 1.3115 -5.6764 -0.8723
N: 1.1265 -3.6323 0.3020
N: -0.0914 -3.9517 0.6743
O: -0.7185 -5.0003 0.4449
O: -2.2161 -2.4186 0.3125
H: 3.2003 -2.4665 -0.2277
H: 3.0812 -1.9846 -1.7222
H: 3.3384 -4.7764 -1.5896
H: 1.9628 -6.1755 -1.4719
H: 0.6458 -6.1537 -0.2924
C: -0.7593 2.5596 -3.4895
C: -2.2109 2.8136 -3.0741
C: -2.3026 3.7979 -1.8873
O: -2.6586 1.4050 -2.6909
B: -3.7012 1.1684 -3.4810
O: -4.1795 2.1302 -4.3248
C: -3.1825 3.2482 -4.2218
C: -4.0080 4.4243 -3.9224
C: -2.4894 3.4490 -5.5694
H: -0.0424 2.3385 -2.6509
H: -0.4353 3.5178 -3.9770
H: -0.8201 1.7031 -4.2215
H: -1.7712 3.3285 -1.0153
H: -3.3418 3.9843 -1.5875
H: -1.8129 4.7518 -2.1370
H: -4.7037 4.2269 -3.0120
H: -4.6740 4.7418 -4.7581
H: -3.3857 5.2319 -3.5742
H: -1.9029 2.5755 -5.9037
H: -1.6482 4.2266 -5.5038
H: -3.1198 3.8122 -6.3810

Output
Total charge = -1
HOMO level (alpha / beta) = -3.0 / -2.8 eV
HOMO-LUMO gap (alpha / beta) = 4.81 / 4.17 eV
Spin multiplicity = 1
LUMO energy (alpha / beta) = 0.0677 / 0.0509 hartree

Atom charges from the Mulliken analysis, given in e for atoms 1 to 4: 0.7380, 0.2981, -0.8996, -0.4130

=====

ORCA calculation (ωB97M-V/def2-TZVPD) on a 13-piece molecular cluster, C25H60O21 overall.

CARTESIAN COORDINATES (ANGSTROEM)
C: 2.6797 -0.5291 3.2372
O: 2.4828 -1.2559 2.0242
H: 2.9269 -1.2031 4.0566
H: 3.4782 0.2068 3.1419
H: 1.7427 -0.0309 3.5038
H: 2.9026 -0.7833 1.2826
C: 4.7273 -0.3184 -0.8269
O: 3.7558 0.2398 0.0249
H: 5.2139 -1.2222 -0.4630
H: 4.3896 -0.5335 -1.8466
H: 5.5392 0.4119 -0.9728
H: 3.1471 0.7777 -0.5104
C: -1.6059 -3.2788 -0.4780
O: -2.0243 -2.9895 -1.8011
H: -0.5153 -3.1726 -0.3660
H: -2.0702 -2.5732 0.2149
H: -1.8485 -4.3048 -0.2092
H: -1.6396 -2.1355 -2.0494
C: 1.0324 -4.1092 2.0037
O: 0.3433 -2.9254 2.4021
H: 1.6259 -4.5243 2.8186
H: 0.2806 -4.8493 1.7277
H: 1.6320 -3.9025 1.1156
H: 1.0323 -2.2353 2.4776
C: -0.5229 4.3561 -2.1904
O: -0.8114 4.5200 -3.5844
H: -0.5234 3.2897 -1.9716
H: 0.3609 4.9218 -1.8978
H: -1.3389 4.8019 -1.6221
H: 0.0251 4.4019 -4.0434
C: -2.4475 -4.0821 4.0839
O: -2.2825 -3.8728 2.7046
H: -1.9600 -3.2776 4.6496
H: -3.5017 -4.0486 4.3699
H: -2.0268 -5.0430 4.4094
H: -1.3919 -3.5214 2.5806
C: -3.2475 2.0701 -0.2145
O: -2.6849 2.0069 1.0732
H: -4.0339 2.8260 -0.2267
H: -2.5449 2.2883 -1.0280
H: -3.6780 1.0990 -0.4898
H: -2.1695 1.1857 1.1200
C: -0.2159 0.1409 0.4082
O: -1.1713 -0.3617 1.3212
H: 0.0916 -0.6521 -0.2857
H: -0.5603 0.9871 -0.1780
H: 0.6986 0.4219 0.9400
H: -0.7514 -1.0400 1.8575
C: 1.5695 1.5391 -3.0649
O: 2.5108 1.7117 -1.9926
H: 2.0840 0.8982 -3.7877
H: 0.6874 1.0967 -2.6014
H: 1.2488 2.4610 -3.5560
H: 3.2565 2.2049 -2.3556
C: -0.8370 2.1841 -5.9343
C: -1.6382 0.9858 -5.4549
C: -0.9072 -0.3835 -5.4876
O: -1.0890 -0.8735 -4.1766
C: -1.7100 0.0224 -3.3969
O: -2.0199 -0.1895 -2.2613
O: -1.9257 1.1486 -4.0623
H: -0.6907 2.1497 -7.0136
H: 0.1514 2.2004 -5.4651
H: -1.3054 3.1207 -5.6363
H: -2.5438 0.9456 -6.0631
H: 0.1237 -0.3152 -5.8371
H: -1.4434 -0.9987 -6.2112
C: 2.0833 4.4089 0.8541
C: 2.0488 3.2658 1.8588
C: 2.5401 3.6117 3.2759
O: 1.5129 3.1426 4.1259
C: 0.4625 2.7228 3.4114
O: -0.5755 2.3599 3.8607
O: 0.6852 2.8926 2.0910
H: 2.0095 4.0516 -0.1706
H: 3.0650 4.8870 0.9339
H: 1.3065 5.1560 1.0056
H: 2.6285 2.4294 1.4621
H: 2.5960 4.6995 3.3612
H: 3.5012 3.1422 3.4676
C: 0.9086 -4.8226 -2.9884
C: 0.8393 -3.3525 -3.2593
C: 1.5691 -2.4160 -2.2958
O: 2.4863 -1.7073 -3.1193
C: 2.3504 -2.0447 -4.4075
O: 2.9468 -1.5416 -5.3030
O: 1.4682 -3.0404 -4.5348
H: 0.4532 -5.3568 -3.8221
H: 0.2351 -5.0843 -2.1646
H: 1.8902 -5.1816 -2.6831
H: -0.1740 -2.9940 -3.4323
H: 2.0850 -2.9579 -1.5019
H: 0.9113 -1.6563 -1.8686
C: -4.0140 1.8057 4.3667
C: -3.6428 0.4828 5.0322
C: -2.6353 -0.3594 4.2623
O: -1.6616 -0.7027 5.2311
C: -1.8351 0.0238 6.3525
O: -1.1223 -0.0410 7.3037
O: -2.9297 0.8040 6.2373
H: -3.1005 2.3556 4.1266
H: -4.5393 2.4657 5.0574
H: -4.5874 1.6497 3.4543
H: -4.5703 -0.0489 5.2570
H: -2.1919 0.1350 3.3922
H: -3.0653 -1.2706 3.8352

Output
Total charge = 0
HOMO level = -9.5 eV
HOMO-LUMO gap = 9.37 eV
Spin multiplicity = 1
LUMO energy = -0.0056 hartree

Atom charges from the Mulliken analysis, given in e for atoms 1 to 4: -0.4551, -0.4122, 0.3496, 0.2584

=====

ORCA calculation (ωB97M-V/def2-TZVPD) on C18H17BN9Rh as an isolated structure.

CARTESIAN COORDINATES (ANGSTROEM)
Rh: -0.2326 -1.3141 -1.0718
C: 4.0677 -1.4876 -1.5162
C: 2.8053 -1.9789 -1.8248
N: 1.8743 -1.2951 -1.1593
N: 2.5111 -0.3628 -0.4110
C: 3.8327 -0.4728 -0.6110
B: 1.7519 0.6162 0.5482
N: 0.8157 1.5253 -0.3238
C: 0.6168 2.8531 -0.4403
C: -0.3647 3.0833 -1.3788
C: -0.7382 1.8096 -1.8012
N: -0.0313 0.8838 -1.1664
N: 0.8021 -0.2028 1.5041
C: 0.6865 -0.1541 2.8332
C: -0.2797 -1.0623 3.2389
C: -0.7180 -1.6517 2.0658
N: -0.0697 -1.1262 1.0180
N: 2.8026 1.3335 1.3729
C: 3.2811 2.6095 1.4570
C: 4.2826 2.6305 2.3847
C: 4.3788 1.2939 2.8200
N: 3.5033 0.5109 2.2207
H: 5.0189 -1.8268 -1.8871
H: 2.5199 -2.7775 -2.4912
H: 4.5213 0.1625 -0.0799
H: 1.1499 3.5645 0.1592
H: -0.7501 4.0342 -1.7026
H: -1.4777 1.5138 -2.5302
H: 1.3114 0.5030 3.4132
H: -0.6017 -1.2675 4.2449
H: -1.4590 -2.4204 1.9115
H: 2.9301 3.4142 0.8403
H: 4.8723 3.4792 2.6857
H: 5.0541 0.8695 3.5492
N: -2.2105 -1.4314 -1.5965
C: -3.5114 -1.4440 -1.5451
C: -4.2465 -2.6325 -1.8711
C: -5.6121 -2.6105 -1.8106
C: -6.2868 -1.4397 -1.4327
C: -5.5811 -0.2700 -1.1128
C: -4.2140 -0.2510 -1.1641
H: -3.7023 -3.5201 -2.1624
H: -6.1735 -3.5017 -2.0571
H: -7.3678 -1.4414 -1.3867
H: -6.1198 0.6203 -0.8188
H: -3.6415 0.6323 -0.9136

Output
Total charge = +1
HOMO level (alpha / beta) = -11.6 / -11.8 eV
HOMO-LUMO gap (alpha / beta) = 9.53 / 6.07 eV
Spin multiplicity = 6
LUMO energy (alpha / beta) = -0.0761 / -0.2097 hartree

Atom charges from the Mulliken analysis, given in e for atoms 1 to 4: 0.6440, -1.0721, -0.4178, -0.5530

=====

ORCA calculation (ωB97M-V/def2-TZVPD) on one molecule with the formula C8H14.

CARTESIAN COORDINATES (ANGSTROEM)
C: 1.3275 3.0910 0.8997
C: 0.3737 1.9444 0.4400
C: 1.0900 0.6952 0.1930
C: 0.5299 -0.6260 0.3507
C: -0.4719 -0.6915 -0.7360
C: -0.9409 -1.8907 -1.3285
C: -2.0505 -2.0342 -2.0484
C: -0.0129 -1.0510 1.7482
H: 2.2816 2.9930 0.3954
H: 0.8573 4.0530 0.7192
H: 1.4869 2.9602 1.9678
H: -0.4000 1.8545 1.2063
H: -0.2096 2.3186 -0.4167
H: 1.3595 -1.3180 0.1369
H: 2.0288 0.6679 -0.3498
H: -0.7391 0.2218 -1.2506
H: -0.3632 -2.8087 -1.2081
H: -2.4068 -3.0028 -2.3811
H: -2.7590 -1.2320 -2.2254
H: -0.0479 -2.1304 1.8398
H: -1.0083 -0.6231 1.8496
H: 0.5872 -0.5197 2.4954

Output
Total charge = 0
HOMO level = -6.4 eV
HOMO-LUMO gap = 5.53 eV
Spin multiplicity = 1
LUMO energy = -0.0303 hartree

Atom charges from the Mulliken analysis, given in e for atoms 1 to 4: -1.1982, -0.1458, -0.5411, 0.5752

=====

ORCA calculation (ωB97M-V/def2-TZVPD) on C33H44KN4S4 as an isolated structure.

CARTESIAN COORDINATES (ANGSTROEM)
K: 0.1277 0.5876 0.0261
C: -1.3341 4.5058 -0.2788
C: -0.7488 4.7919 1.0916
S: 0.6096 3.6536 1.5542
C: 0.6106 3.8156 3.3725
C: -0.1785 2.7283 4.0726
S: -1.9540 2.7884 3.6530
C: -2.3842 1.0521 3.9993
C: -3.6025 0.5858 3.2251
S: -3.3317 0.3856 1.4243
C: -4.3074 1.7131 0.6438
C: -3.5933 3.0448 0.5469
S: -2.0768 2.8606 -0.4621
H: -0.5724 4.5487 -1.0582
H: -2.1042 5.2474 -0.5032
H: -1.5144 4.7024 1.8607
H: -0.3398 5.8051 1.0983
H: 0.2426 4.8098 3.6232
H: 1.6574 3.7326 3.6689
H: -0.0910 2.8386 5.1567
H: 0.1909 1.7474 3.7651
H: -2.5637 0.9658 5.0751
H: -1.5137 0.4524 3.7280
H: -4.4510 1.2523 3.3656
H: -3.8653 -0.4137 3.5744
H: -5.2372 1.8139 1.2049
H: -4.5357 1.3245 -0.3502
H: -3.3165 3.3935 1.5411
H: -4.2435 3.7789 0.0638
C: -3.1756 -0.9511 -3.3977
C: -2.6278 -0.5581 -4.6116
C: -1.4836 0.2145 -4.6128
C: -0.8770 0.5516 -3.3964
N: -1.3860 0.1263 -2.2372
C: -2.5059 -0.5697 -2.2460
C: 0.2874 1.4415 -3.3185
C: 1.0282 1.8118 -4.4446
C: 2.0177 2.7689 -4.3159
C: 2.2897 3.2836 -3.0580
C: 1.5708 2.7806 -1.9852
N: 0.5848 1.9133 -2.1064
H: -4.0904 -1.5224 -3.3594
H: -3.1092 -0.8225 -5.5402
H: -1.0938 0.5825 -5.5462
H: -2.8919 -0.8293 -1.2656
H: 0.8543 1.3631 -5.4085
H: 2.5643 3.1134 -5.1819
H: 3.0531 4.0325 -2.9106
H: 1.7837 3.1034 -0.9750
C: 3.9074 -3.3156 4.2646
C: 2.9922 -2.3560 3.5783
C: 1.6090 -2.4989 3.6218
C: 0.8158 -1.5509 2.9989
N: 1.2881 -0.4882 2.3662
C: 2.6083 -0.3612 2.3052
C: 3.4891 -1.2604 2.8782
H: 3.3578 -4.1472 4.6981
H: 4.4467 -2.8046 5.0616
H: 4.6482 -3.7024 3.5672
H: 1.1578 -3.3293 4.1446
H: -0.2643 -1.6455 3.0177
H: 2.9718 0.5090 1.7790
H: 4.5546 -1.1125 2.7882
C: -1.1800 -4.8035 -0.3487
N: -0.1237 -4.2064 -1.1670
C: -0.6751 -3.5637 -2.3668
C: 0.7082 -3.2634 -0.3550
C: 1.7618 -2.5727 -1.1816
C: 2.5439 -3.3540 -2.0330
C: 3.4867 -2.7484 -2.8372
C: 3.6708 -1.3774 -2.7207
C: 2.9234 -0.6484 -1.8129
C: 1.8937 -1.1869 -1.0191
H: -1.7568 -5.5291 -0.9194
H: -1.8375 -4.0055 -0.0091
H: -0.7542 -5.3018 0.5201
H: 0.5210 -4.9365 -1.4867
H: -1.3952 -2.8046 -2.0699
H: -1.1507 -4.3080 -3.0040
H: 0.1314 -3.0675 -2.9046
H: 1.1543 -3.8532 0.4507
H: 0.0549 -2.5067 0.0851
H: 2.4258 -4.4374 -2.0707
H: 4.0826 -3.3333 -3.5231
H: 4.4094 -0.8865 -3.3421
H: 3.1512 0.4083 -1.7182

Output
Total charge = +1
HOMO level = -8.8 eV
HOMO-LUMO gap = 6.72 eV
Spin multiplicity = 1
LUMO energy = -0.0765 hartree

Atom charges from the Mulliken analysis, given in e for atoms 1 to 4: 0.9772, -1.1153, -0.7625, 0.1195

=====

ORCA calculation (ωB97M-V/def2-TZVPD) on C32H39BCrF2N6OTe as an isolated structure.

CARTESIAN COORDINATES (ANGSTROEM)
Cr: -1.4755 1.0272 -1.9083
B: -1.6928 0.8663 -5.4330
N: -1.5427 -0.4195 -4.5429
C: -1.6216 -1.6475 -5.0594
C: -1.2487 -2.5660 -4.0927
C: -0.9577 -1.7851 -2.9780
N: -1.1474 -0.4937 -3.2502
N: -1.3545 2.1801 -4.6693
C: -1.4405 3.4107 -5.2837
C: -0.8111 4.3504 -4.5617
C: -0.3078 3.6720 -3.3316
N: -0.6747 2.2692 -3.5080
H: -0.8887 0.7608 -6.3462
H: -2.8296 0.9452 -5.8630
H: -1.9232 -1.7917 -6.0863
H: -1.2104 -3.6399 -4.1755
H: -0.6368 -2.0959 -1.9941
H: -1.9438 3.4977 -6.2373
H: -0.7143 5.4050 -4.7751
H: 0.7730 3.7735 -3.1608
F: -3.9288 0.1032 -1.2005
C: -2.6086 -0.3441 -0.8282
F: -2.6146 -0.2372 0.5946
H: -2.6804 -1.4206 -0.9754
C: 0.7258 5.6588 -0.9764
C: 1.2957 4.4712 -0.3769
C: 0.5269 3.3574 -0.2826
N: -0.6487 3.2311 -0.9685
C: -0.9475 4.2242 -2.0146
C: -0.4113 5.5806 -1.6808
H: 1.1914 6.6221 -0.7843
H: 2.2510 4.5052 0.1316
H: 0.8148 2.5134 0.3188
H: -2.0209 4.2174 -2.1620
H: -0.9300 6.4559 -2.0575
C: -3.5472 2.4453 1.1724
C: -2.0807 2.5463 0.8223
O: -1.2407 2.6545 1.7171
N: -1.8382 2.5500 -0.5222
Te: 0.2764 0.0446 1.9746
C: 2.1750 -0.4959 2.8195
C: 2.2908 -1.3804 3.9068
C: 1.0960 -1.9638 4.6243
C: 3.5635 -1.7154 4.3769
C: 4.7188 -1.1799 3.8265
C: 6.0841 -1.5636 4.3416
C: 4.5831 -0.2644 2.7900
C: 3.3379 0.0857 2.2821
C: 3.2667 1.1059 1.1681
C: -0.3344 -1.9708 1.6036
C: 0.4055 -2.7841 0.7219
C: 1.7211 -2.3526 0.1164
C: -0.0979 -4.0363 0.3681
C: -1.3115 -4.5020 0.8518
C: -1.8760 -5.8279 0.4038
C: -2.0157 -3.6961 1.7355
C: -1.5549 -2.4390 2.1211
C: -2.4266 -1.6354 3.0569
H: -3.6483 2.1108 2.2042
H: -4.0736 1.7745 0.4983
H: -3.9807 3.4444 1.0724
H: 0.3730 -1.1777 4.8513
H: 1.4038 -2.4393 5.5566
H: 0.5833 -2.7064 4.0132
H: 3.6461 -2.4113 5.2077
H: 6.0039 -2.2535 5.1818
H: 6.6390 -0.6833 4.6734
H: 6.6729 -2.0477 3.5593
H: 5.4741 0.1901 2.3638
H: 4.2646 1.3722 0.8190
H: 2.7737 2.0199 1.5127
H: 2.6886 0.7272 0.3234
H: 1.6224 -1.3791 -0.3671
H: 2.0591 -3.0804 -0.6234
H: 2.4924 -2.2572 0.8825
H: 0.4723 -4.6580 -0.3183
H: -1.1302 -6.4109 -0.1389
H: -2.7297 -5.6717 -0.2606
H: -2.2237 -6.4181 1.2541
H: -2.9698 -4.0458 2.1259
H: -2.9143 -2.2906 3.7806
H: -3.2012 -1.1164 2.4841
H: -1.8589 -0.8738 3.5850

Output
Total charge = -1
HOMO level (alpha / beta) = -3.8 / -4.4 eV
HOMO-LUMO gap (alpha / beta) = 6.20 / 6.77 eV
Spin multiplicity = 6
LUMO energy (alpha / beta) = 0.0872 / 0.0872 hartree

Atom charges from the Mulliken analysis, given in e for atoms 1 to 4: 0.2543, 0.1107, 0.0499, -0.3727

=====

ORCA calculation (ωB97M-V/def2-TZVPD) on one molecule with the formula C3H7N5.

CARTESIAN COORDINATES (ANGSTROEM)
H: 3.1585 -1.4775 0.0948
N: 3.1320 -0.4743 0.3471
C: 2.0494 -0.0004 -0.1162
N: 1.6702 1.3560 0.0223
C: 0.4266 1.3422 -0.3182
N: -0.0955 0.1627 -0.8033
N: -1.4008 -0.3282 -0.6400
C: -1.9943 -0.1393 0.7429
N: 1.0036 -0.7836 -0.7069
H: -0.2654 2.1802 -0.2973
H: -1.9741 0.0149 -1.3969
H: -3.0105 -0.5689 0.6762
H: -1.9577 0.9476 0.9807
H: -1.3972 -0.6644 1.4607
H: 0.6552 -1.5670 -0.0459

Output
Total charge = 0
HOMO level = -8.5 eV
HOMO-LUMO gap = 9.06 eV
Spin multiplicity = 1
LUMO energy = 0.0206 hartree

Atom charges from the Mulliken analysis, given in e for atoms 1 to 4: 0.2550, -0.6262, 0.4512, -0.5695